ORCA calculation (ωB97M-V with the def2-TZVPD basis set) on the molecule C7H11NO at a distorted geometry.

Last column: Löwdin charge in e.
CARTESIAN COORDINATES (ANGSTROEM)
O -1.83854 -1.19514 1.28196  0.004
N -0.04419 1.88124 0.56748  0.039
C 2.12659 0.18431 -0.32890  -0.070
C -0.02638 0.51772 1.06684  -0.308
C -0.00849 -1.46420 -0.50609  -0.084
C -1.25508 -0.50184 0.43572  -0.545
C -2.03562 0.23952 -0.65464  -0.021
C 1.03375 -0.35081 0.54736  -0.168
C 0.17484 -2.38813 -1.27287  0.170
H 0.33828 -3.17898 -1.96704  0.039
H 0.75837 2.40689 0.89948  0.076
H -0.88292 2.35836 0.88106  0.083
H 1.72182 0.75048 -1.16803  0.088
H 1.33115 -1.12928 1.24479  0.141
H -2.80990 0.83753 -0.16950  0.090
H -2.50086 -0.51885 -1.28449  0.086
H 2.74800 0.86914 0.26183  0.090
H 2.75938 -0.62061 -0.70296  0.083
H -1.41212 0.87813 -1.27526  0.074
H -0.17808 0.42452 2.14328  0.134

## Properties
E_tot, Ha: -403.13064
HOMO-LUMO gap, eV: 7.756
E_HOMO, eV: -8.317
ΔE to the lowest compared entry with this formula, charge and spin, kcal/mol: 127.59
Multiplicity: 1